Computed, not measured: C3H8FN in the gas phase, with ωB97M-V/def2-TZVPD.

Each atom is followed by the atoms it is bonded to, with distances in Å.
Geometry (Å):
1 C 1.80 -0.21 -0.11  C2 1.525, H4 1.219, H5 1.327, H6 1.195
2 C 0.35 0.10 0.24  C1 1.525, C3 1.426, H7 1.090, F13 1.558
3 C -0.83 -0.50 -0.30  C2 1.426, H8 1.228, H9 1.078, N12 1.525
4 H 2.25 0.14 -1.18  C1 1.219
5 H 2.07 0.74 0.78  C1 1.327
6 H 1.73 -1.37 0.20  C1 1.195
7 H 0.46 0.09 1.32  C2 1.090
8 H -0.71 -1.57 0.28  C3 1.228
9 H -0.76 -0.59 -1.37  C3 1.078
10 H -2.29 0.87 -0.79  N12 1.097
11 H -2.14 0.54 1.05  N12 1.068
12 N -2.16 0.17 0.04  C3 1.525, H10 1.097, H11 1.068
13 F 0.21 1.60 -0.15  C2 1.558

The structure (SMILES) is C[C@@H](F)CN. As for the orbital gap: 10.326 eV. The electronic energy is -7445.1169 eV. The energy above the lowest of the compared OMol25 structures with the same formula, charge and spin comes out at 3.0679 eV. The LUMO energy is 0.89 eV.

Here are the Löwdin charges for atoms 1 to 8, given in e: atom 1 (C): -0.07, atom 2 (C): -0.45, atom 3 (C): -0.28, atom 4 (H): 0.12, atom 5 (H): 0.17, atom 6 (H): 0.12, atom 7 (H): 0.11, atom 8 (H): 0.17